Entry 1:
ORCA calculation (the ωB97M-V functional and the def2-TZVPD basis) on C23H25N5O6S5SeTl as an isolated structure in a non-equilibrium geometry.

Cartesian coordinates (Å):
Tl  -0.141  0.098  0.922
C  -3.697  -1.870  5.208
S  -4.441  -1.058  3.754
C  -3.075  -0.893  2.668
S  -1.488  -1.008  3.209
N  -3.512  -0.646  1.395
N  -2.664  -0.444  0.391
C  -3.108  -0.309  -0.855
C  -2.115  -0.183  -1.920
C  -2.361  -0.517  -3.280
C  -1.362  -0.309  -4.216
C  -0.178  0.346  -3.858
C  -0.023  0.671  -2.511
N  -0.937  0.351  -1.587
H  -4.492  -2.042  5.927
H  -3.280  -2.827  4.913
H  -2.928  -1.216  5.619
H  -4.194  -0.344  -1.072
H  -3.293  -0.972  -3.566
H  -1.546  -0.665  -5.235
H  0.610  0.539  -4.565
H  0.852  1.211  -2.141
O  2.631  -0.098  -1.920
S  3.156  -0.553  -0.640
O  4.045  -1.707  -0.646
O  2.084  -0.760  0.406
C  4.070  0.897  -0.059
C  5.437  0.829  -0.411
C  6.287  1.931  -0.277
C  5.790  3.099  0.290
C  4.477  3.155  0.754
C  3.591  2.065  0.577
S  1.922  2.421  1.184
O  1.082  2.100  -0.053
O  1.793  3.820  1.589
O  1.664  1.416  2.247
H  5.798  -0.139  -0.782
H  7.303  1.859  -0.652
H  6.383  4.002  0.406
H  4.043  4.044  1.208
Se  -0.575  -2.594  -0.159
C  0.505  -3.991  0.345
C  -0.125  -5.212  0.701
C  0.635  -6.363  0.888
C  2.048  -6.307  0.770
C  2.662  -5.097  0.445
C  1.930  -3.924  0.244
H  -1.205  -5.233  0.814
H  0.140  -7.306  1.122
H  2.616  -7.218  0.938
H  3.736  -5.052  0.317
H  2.384  -2.965  -0.004
C  -4.363  2.947  -0.751
N  -3.538  3.172  0.434
C  -2.197  2.981  0.532
S  -1.512  2.508  2.027
N  -1.420  3.219  -0.536
C  -1.845  3.742  -1.818
H  -5.411  2.872  -0.468
H  -4.100  2.023  -1.294
H  -4.286  3.798  -1.440
H  -4.006  3.052  1.333
H  -0.423  2.983  -0.373
H  -2.405  3.003  -2.415
H  -0.943  4.051  -2.368
H  -2.483  4.618  -1.699

For the LUMO energy, the calculation gives 0.9 eV. Its maximum force is 2.868 eV Å⁻¹. Its electronic energy is -6181.56102 hartree. As for the total charge: -1. The HOMO-LUMO gap comes out at 5.19 eV. The calculation puts the energy above the lowest of the compared OMol25 structures with the same formula, charge and spin at 0.0 kcal per mole.



Entry 2:
ORCA calculation (the ωB97M-V functional and the def2-TZVPD basis) on C23H25N6V as an isolated structure in a non-equilibrium geometry.

Cartesian coordinates (Å):
V  0.000  0.000  0.000
N  1.336  3.897  -1.304
C  1.165  2.718  -0.641
N  0.443  1.713  -0.996
C  -0.270  1.823  -2.184
N  -0.979  0.821  -2.628
N  -0.923  -0.254  -1.749
C  -0.546  -1.342  -2.320
C  -0.181  -2.437  -1.436
C  -0.094  -3.744  -1.884
C  0.285  -4.710  -0.957
C  0.567  -4.326  0.353
C  0.463  -2.982  0.689
N  0.100  -2.020  -0.181
C  -0.204  3.087  -2.973
C  -0.918  3.251  -4.165
C  -0.807  4.446  -4.874
C  0.017  5.468  -4.397
C  0.728  5.301  -3.204
C  0.612  4.114  -2.478
H  1.826  4.666  -0.874
H  1.736  2.672  0.300
H  -0.435  -1.458  -3.410
H  -0.323  -4.008  -2.909
H  0.357  -5.754  -1.248
H  0.861  -5.057  1.099
H  0.675  -2.636  1.697
H  -1.555  2.454  -4.539
H  -1.358  4.579  -5.802
H  0.107  6.395  -4.957
H  1.370  6.105  -2.855
C  -3.185  -2.090  0.815
N  -4.005  -0.830  0.770
C  -5.039  -0.884  -0.317
C  -3.158  0.421  0.670
C  -2.328  0.677  1.893
C  -2.906  1.096  3.100
C  -2.105  1.301  4.225
C  -0.728  1.093  4.153
C  -0.147  0.683  2.956
C  -0.944  0.478  1.833
H  -3.872  -2.939  0.878
H  -2.558  -2.068  1.710
H  -2.579  -2.147  -0.093
H  -4.507  -0.773  1.664
H  -4.528  -0.937  -1.283
H  -5.655  0.016  -0.248
H  -5.660  -1.769  -0.154
H  -3.841  1.265  0.520
H  -2.539  0.326  -0.231
H  -3.975  1.282  3.181
H  -2.550  1.634  5.162
H  -0.106  1.260  5.030
H  0.928  0.529  2.893
H  1.729  -0.108  0.267

For the LUMO energy (alpha / beta), the calculation gives -2.4 / -2.6 eV. Its maximum force is 4.378 eV Å⁻¹. Its electronic energy is -2163.69188 hartree. As for the total charge: +1. The HOMO-LUMO gap (alpha / beta) comes out at 5.89 / 8.31 eV. As for the multiplicity: 4.



Entry 3:
ORCA calculation (the ωB97M-V functional and the def2-TZVPD basis) on the molecule C23H25NO6.

Cartesian coordinates (Å):
C  2.951  -3.984  -5.643
C  2.947  -3.886  -4.126
O  1.691  -3.361  -3.734
C  1.432  -3.172  -2.422
C  2.315  -3.447  -1.380
C  1.938  -3.202  -0.075
C  0.693  -2.656  0.225
C  -0.198  -2.405  -0.819
C  0.163  -2.666  -2.119
H  -0.521  -2.488  -2.934
H  -1.190  -2.046  -0.603
C  0.370  -2.355  1.622
C  -0.233  -1.195  2.036
C  -0.343  -0.884  3.435
O  -0.065  -1.632  4.370
C  -0.807  0.557  3.528
O  -1.030  1.218  4.517
N  -0.910  0.998  2.249
C  -1.342  2.330  1.926
C  -2.857  2.382  1.652
O  -3.311  3.658  1.285
C  -3.389  4.596  2.345
C  -4.156  5.807  1.813
O  -5.464  5.469  1.438
H  -5.400  4.698  0.860
H  -3.605  6.224  0.958
H  -4.238  6.567  2.592
H  -3.926  4.152  3.195
H  -2.391  4.906  2.678
H  -3.102  1.737  0.803
H  -3.392  2.020  2.543
H  -1.106  2.956  2.791
H  -0.795  2.692  1.051
C  -0.627  0.009  1.222
C  0.479  0.462  0.297
C  0.239  0.681  -1.052
C  1.271  1.063  -1.892
C  2.547  1.238  -1.388
C  2.788  1.041  -0.038
C  1.760  0.654  0.800
H  1.946  0.499  1.853
H  3.781  1.186  0.361
H  3.352  1.533  -2.044
H  1.075  1.224  -2.942
H  -0.757  0.551  -1.450
H  -1.541  -0.169  0.637
O  0.773  -3.253  2.507
H  0.565  -2.916  3.423
H  2.624  -3.418  0.730
H  3.294  -3.853  -1.575
H  3.753  -3.222  -3.785
H  3.095  -4.879  -3.681
H  3.901  -4.386  -5.985
H  2.802  -3.000  -6.080
H  2.148  -4.636  -5.975

As for the SMILES: CCOc1ccc(/C(O)=C2/C(=O)C(=O)N(CCOCCO)[C@H]2c2ccccc2)cc1. For the LUMO energy, the calculation gives -0.4 eV. Its maximum force is 0.855 eV Å⁻¹. Its electronic energy is -1397.63663 hartree. As for the total charge: 0. The HOMO-LUMO gap comes out at 8.34 eV. The calculation puts the energy above the lowest of the compared OMol25 structures with the same formula, charge and spin at 59.1 kcal per mole.